{
  "formula": "C29H67N9O7",
  "method": "wB97M-V/def2-TZVPD",
  "symbols": ["O", "O", "O", "O", "O", "O", "O", "N", "N", "N", "N", "N", "N", "N", "N", "N", "C", "C", "C", "C", "C", "C", "C", "C", "C", "C", "C", "C", "C", "C", "C", "C", "C", "C", "C", "C", "C", "C", "C", "C", "C", "C", "C", "C", "C", "H", "H", "H", "H", "H", "H", "H", "H", "H", "H", "H", "H", "H", "H", "H", "H", "H", "H", "H", "H", "H", "H", "H", "H", "H", "H", "H", "H", "H", "H", "H", "H", "H", "H", "H", "H", "H", "H", "H", "H", "H", "H", "H", "H", "H", "H", "H", "H", "H", "H", "H", "H", "H", "H", "H", "H", "H", "H", "H", "H", "H", "H", "H", "H", "H", "H", "H"],
  "coordinates": [[2.03823, -0.10239, 3.06475], [-0.79710, -3.04876, 2.84046], [4.24758, 0.44263, -0.22236], [-2.92450, 1.89483, -0.23168], [-0.66833, 4.30298, 5.30589], [0.97386, 3.50306, 0.11402], [3.02902, -1.30264, -1.81031], [0.13116, 1.02736, -3.98271], [-4.88843, 1.44447, -1.22774], [3.23962, -5.27569, 0.47838], [-1.42320, 2.97490, 3.58442], [1.28507, 4.79719, -1.70164], [-2.90354, -2.25957, -2.86696], [3.05499, 2.35510, 1.44863], [-0.81137, -4.88997, -0.29378], [0.36467, -0.88692, -0.32387], [0.84977, 0.45728, 0.05721], [4.84739, -3.36477, -0.27789], [0.80692, 0.04852, 3.63154], [-1.07373, -1.08220, 0.04439], [-0.52632, -5.39048, 3.15587], [3.95194, -4.42736, 0.17513], [-2.63789, 2.56455, 4.21275], [-1.00217, 2.23915, 2.41633], [-3.22439, -3.24684, -3.35710], [-4.14343, 1.93660, -0.22221], [1.11632, -1.93018, 0.47864], [-1.93197, -4.85377, -0.04851], [-0.87327, 1.19740, -4.50840], [-3.54866, -4.49443, -4.01016], [-6.33140, 1.60077, -1.31121], [1.07035, 6.09122, -2.37096], [-4.29873, 0.80999, -2.39092], [-0.03619, -3.97697, 3.02217], [1.88506, -0.72486, -2.35279], [5.40263, 1.01499, -0.77501], [0.59432, -0.48302, 5.07366], [1.86936, 3.80693, -2.59993], [-3.34889, -4.81675, 0.26696], [-2.17724, 1.55913, -5.07733], [0.78328, 4.55599, -0.49251], [-0.51867, 3.73607, 4.23879], [0.60388, -1.32532, -1.76607], [5.16404, 1.85550, -2.01904], [1.43847, -3.74306, 3.29661], [1.03246, 0.29833, 5.70584], [1.61147, -4.21573, 4.27093], [5.94595, 1.57459, -0.00061], [5.80962, -3.43215, 0.23396], [-6.90291, 0.72582, -1.00196], [2.70238, 1.80385, 2.24901], [0.65170, 5.96837, -3.36892], [6.13397, 2.15723, -2.42462], [0.30274, -6.08892, 3.05981], [-1.46213, -2.01115, -0.35578], [2.37824, 2.94808, 0.93406], [0.00824, 2.46626, 2.08064], [-3.59111, -4.95744, 1.31857], [5.06002, -3.63692, -1.31296], [-0.48285, -0.47899, 5.26356], [0.13866, 1.19236, -0.33288], [0.47438, 3.77042, 3.76775], [-0.19052, -0.88021, -2.37209], [-3.48053, 2.67299, 3.52393], [1.79306, 2.81970, -2.14988], [-2.82710, -5.23764, -3.66851], [1.86045, 0.35131, -2.17765], [-3.22562, 0.63651, -2.37562], [3.70969, 3.01866, 1.86430], [-0.90828, -5.40241, 4.17980], [1.40625, 3.84977, -3.58305], [0.37556, 6.69943, -1.79128], [1.06611, -1.42696, 5.33867], [-2.19568, 1.88669, -6.11581], [3.39880, -0.58986, -1.24417], [-4.80523, -0.15566, -2.45559], [0.10396, 5.35881, -0.17178], [-2.91729, 3.09332, 5.12128], [-1.03091, 1.18628, 2.72428], [-1.19128, -0.90485, 1.11155], [0.72554, -2.94429, 0.43045], [-1.29481, -5.61517, 2.42323], [2.92333, 4.07542, -2.69233], [-3.67916, -3.78936, 0.08820], [-3.60964, -4.48591, -5.09563], [-2.52850, 2.33932, -4.40404], [0.48318, -2.38914, -1.96077], [-6.64210, 1.81320, -2.33572], [4.59522, 2.75476, -1.74519], [4.53612, 1.41631, -2.79681], [-3.85978, -5.51323, -0.39431], [-2.57640, 1.51466, 4.52349], [0.43495, 1.09234, 3.56958], [1.06074, -1.59463, 1.51419], [1.97702, 6.68572, -2.48655], [-4.80967, 2.42978, 0.50462], [0.06059, -0.55287, 3.04975], [2.12154, -4.17110, 2.56323], [-4.53540, -4.83899, -3.69214], [-1.58173, -0.22812, -0.41290], [3.56694, 1.79693, 0.73153], [2.16340, -1.97590, 0.18888], [-1.63217, 2.35632, 1.53218], [-6.54593, 2.52741, -0.77698], [-4.44439, 1.31977, -3.34664], [5.97368, 0.13723, -1.12231], [0.75357, 0.60179, 1.13280], [1.84311, 0.73104, -0.28750], [1.68859, -2.70069, 3.49914], [4.52602, -2.33214, -0.15484], [1.77129, -0.83463, -3.43346], [-2.87598, 0.72358, -5.12348]],
  "lumo_energy_ha": -0.00646,
  "homo_energy_ev": -5.7,
  "total_energy_ha": -2164.43112,
  "orbital_gap_ev": 5.5
}

{
  "formula": "C29H68AlN2O12S2",
  "method": "wB97M-V/def2-TZVPD",
  "symbols": ["S", "S", "Al", "O", "O", "O", "O", "O", "O", "O", "O", "O", "O", "O", "O", "N", "N", "C", "C", "C", "C", "C", "C", "C", "C", "C", "C", "C", "C", "C", "C", "C", "C", "C", "C", "C", "C", "C", "C", "C", "C", "C", "C", "C", "C", "C", "H", "H", "H", "H", "H", "H", "H", "H", "H", "H", "H", "H", "H", "H", "H", "H", "H", "H", "H", "H", "H", "H", "H", "H", "H", "H", "H", "H", "H", "H", "H", "H", "H", "H", "H", "H", "H", "H", "H", "H", "H", "H", "H", "H", "H", "H", "H", "H", "H", "H", "H", "H", "H", "H", "H", "H", "H", "H", "H", "H", "H", "H", "H", "H", "H", "H", "H", "H"],
  "coordinates": [[2.28561, -0.13310, 1.19140], [-0.61214, -0.63682, 1.57295], [1.52027, 3.82643, -1.91981], [-0.87900, -8.24020, 8.08464], [1.61624, -10.31276, 0.28490], [-0.81451, -5.60450, 6.77690], [1.17191, -7.40814, 0.42382], [-1.46883, 5.17566, 0.74784], [-0.85041, 4.41811, -3.56996], [-4.96038, 0.73792, -4.73299], [-7.65850, 1.69281, -4.04854], [-2.48931, 4.40142, -4.88481], [3.19423, 10.67553, -5.36740], [0.64993, 4.05429, -0.36421], [2.50458, 7.96681, -4.45357], [-1.30763, 4.49417, -4.83365], [1.37381, -1.80754, 3.00134], [3.36012, 4.64051, -1.75792], [-4.40380, 1.79136, -3.95157], [-2.29286, -8.18214, 8.06371], [1.25247, -3.21961, 2.64097], [1.28048, -7.33639, -0.98686], [3.18657, 8.25727, -5.65521], [4.00526, 9.52465, -5.54594], [-7.53225, 2.64414, -5.08846], [2.54520, 1.09623, -1.28478], [-0.01605, 5.11760, 2.66956], [0.93174, 5.22560, 0.32314], [-0.22546, 5.64882, 1.25768], [0.23356, -6.55654, 6.72662], [-7.34025, 0.37107, -4.44737], [1.65078, 1.85346, -2.29805], [0.83136, -1.50257, 4.33003], [-0.96380, -5.00084, 8.04924], [-0.52669, -2.09697, 4.69723], [0.95239, -9.64383, 1.34408], [1.90519, -3.54345, 1.29854], [3.00784, -10.05854, 0.24030], [1.78497, -0.02024, -0.55812], [-0.28316, -7.97434, 6.82529], [1.13271, 8.31695, -4.47015], [0.25401, -8.38631, 0.87651], [0.56588, 4.74467, -3.47039], [0.93374, -0.93198, 1.97621], [-5.93370, -0.02474, -4.05196], [3.11122, 11.09883, -4.01986], [-8.05118, -0.29712, -3.94951], [-7.56319, 3.63212, -4.63238], [1.13531, 6.06474, -0.35906], [1.65703, -9.40319, 2.14686], [4.72366, 9.43204, -4.72515], [-8.36440, 2.55466, -5.79733], [-5.77897, -1.07509, -4.32398], [-0.81036, 5.47824, 3.32800], [3.22650, -8.99237, 0.33032], [4.04256, 11.58677, -3.70909], [-0.08472, 4.02942, 2.62390], [-5.80866, 0.06557, -2.96802], [-2.06001, 5.07824, 1.49076], [0.20411, -10.33397, 1.74659], [1.55966, -1.85419, 5.06469], [-0.98451, -1.53061, 5.50873], [0.40075, -6.84728, -1.41757], [-2.70980, -9.06592, 7.56807], [1.39676, -8.32719, -1.43279], [-0.99479, -8.16877, 6.01652], [0.63871, 1.44051, -2.31848], [-3.71060, 1.39069, -3.20617], [-6.58711, 2.53363, -5.62342], [-0.29354, -7.95502, 1.72088], [3.30279, 5.73234, -1.80836], [2.05753, 1.72093, -3.30455], [1.81608, 5.09618, 0.96361], [3.36377, 0.63691, -1.84018], [3.86364, 7.42079, -5.85736], [-5.18186, 2.36713, -3.44580], [0.76966, 8.26824, -3.44537], [0.20146, -3.51686, 2.57712], [-0.96199, -5.74301, 8.85095], [0.71973, 0.17944, -0.55918], [-1.91659, -4.47417, 8.05706], [1.98390, -0.99182, -1.00541], [0.55790, -8.66515, 6.70958], [0.66537, 5.82780, -3.37661], [0.78836, -0.42111, 4.43953], [-1.23458, -2.09868, 3.87378], [1.78736, -3.78132, 3.40641], [4.56818, 9.66532, -6.47459], [-0.47072, -8.62687, 0.09233], [-7.46780, 0.25546, -5.52914], [4.05118, 4.31414, -2.53795], [3.37394, -10.41373, -0.72165], [1.05247, 4.46794, -4.40941], [-2.65240, -7.28378, 7.55673], [2.29814, 11.82048, -3.95353], [3.79575, 4.39872, -0.78424], [-0.44612, -3.12525, 5.05379], [0.56455, 7.60528, -5.07746], [2.86649, -3.04954, 1.19569], [1.23872, -3.27641, 0.47944], [0.97785, 9.32969, -4.85361], [2.97831, 1.78823, -0.56096], [0.95468, 5.40030, 3.06843], [0.73798, -6.43455, 5.76271], [2.89977, 10.26492, -3.34748], [-3.85837, 2.44989, -4.61949], [2.02514, -4.62585, 1.24233], [2.48337, 8.33290, -6.49147], [-0.16079, -4.27622, 8.22313], [2.16050, -6.73829, -1.21589], [-2.63443, -8.16530, 9.09733], [3.52650, -10.60266, 1.03771], [-0.27837, 6.74417, 1.29140], [0.96639, -6.36529, 7.51699]],
  "lumo_energy_ha": 0.06615,
  "homo_energy_ev": -5.1,
  "total_energy_ha": -3196.73269,
  "orbital_gap_ev": 6.9,
  "charge": -1
}